The following is a quantum chemistry calculation of a molecular structure, C62H54FGeIrN2OP3S in a non-equilibrium geometry, from the OMol25 dataset.

The geometry in XYZ format:
```
126
C62H54FGeIrN2OP3S (wB97M-V/def2-TZVPD)
Ir -0.252 0.265 0.295
F 2.141 -3.635 2.972
Ge 1.303 -2.326 2.064
C 1.318 -1.155 3.651
C 1.953 -1.714 4.769
C 1.885 -1.111 6.014
C 1.134 0.041 6.191
C 0.522 0.621 5.099
C 0.648 0.063 3.820
P -0.109 1.052 2.498
C -1.775 1.195 3.184
C -2.322 2.413 3.566
C -3.576 2.449 4.161
C -4.273 1.272 4.386
C -3.721 0.052 4.011
C -2.478 0.013 3.403
C 0.663 2.709 2.638
C 1.624 3.000 3.608
C 2.239 4.241 3.640
C 1.941 5.202 2.688
C 1.003 4.920 1.706
C 0.365 3.689 1.684
C 2.737 -2.274 0.729
C 3.634 -3.352 0.812
C 4.832 -3.347 0.122
C 5.187 -2.243 -0.640
C 4.294 -1.199 -0.766
C 3.048 -1.226 -0.122
P 1.966 0.199 -0.481
C 2.113 0.378 -2.273
C 1.827 1.625 -2.834
C 2.014 1.834 -4.189
C 2.419 0.783 -5.002
C 2.617 -0.477 -4.461
C 2.478 -0.682 -3.097
C 3.090 1.457 0.226
C 3.361 1.334 1.589
C 4.323 2.129 2.186
C 5.009 3.073 1.434
C 4.731 3.214 0.085
C 3.778 2.407 -0.525
C -0.242 -3.471 1.758
C -0.231 -4.693 2.448
C -1.163 -5.676 2.172
C -2.120 -5.472 1.185
C -2.161 -4.261 0.525
C -1.242 -3.247 0.829
P -1.482 -1.698 -0.092
C -3.232 -1.325 0.144
C -3.941 -1.796 1.250
C -5.273 -1.455 1.413
C -5.904 -0.628 0.493
C -5.200 -0.141 -0.600
C -3.868 -0.482 -0.775
C -1.268 -2.429 -1.742
C -2.306 -2.682 -2.627
C -2.045 -3.351 -3.813
C -0.760 -3.778 -4.110
C 0.281 -3.515 -3.229
C 0.028 -2.839 -2.048
H 2.501 -2.635 4.665
H 2.401 -1.560 6.854
H 1.030 0.489 7.172
H -0.069 1.519 5.233
H -1.766 3.330 3.413
H -4.000 3.398 4.461
H -5.242 1.302 4.868
H -4.257 -0.868 4.206
H -2.034 -0.939 3.122
H 1.911 2.267 4.345
H 2.972 4.448 4.410
H 2.443 6.161 2.709
H 0.769 5.656 0.947
H -0.364 3.474 0.925
H 3.396 -4.199 1.435
H 5.503 -4.192 0.208
H 6.147 -2.198 -1.138
H 4.563 -0.340 -1.368
H 1.469 2.435 -2.208
H 1.835 2.813 -4.610
H 2.551 0.944 -6.064
H 2.898 -1.306 -5.099
H 2.671 -1.660 -2.680
H 2.841 0.585 2.178
H 4.544 2.004 3.239
H 5.769 3.687 1.901
H 5.272 3.942 -0.506
H 3.604 2.506 -1.585
H 0.525 -4.881 3.193
H -1.134 -6.611 2.717
H -2.830 -6.249 0.934
H -2.915 -4.091 -0.234
H -3.463 -2.449 1.968
H -5.826 -1.842 2.261
H -6.944 -0.361 0.630
H -5.687 0.504 -1.321
H -3.317 -0.107 -1.631
H -3.314 -2.361 -2.404
H -2.855 -3.540 -4.507
H -0.569 -4.321 -5.027
H 1.288 -3.842 -3.459
H 0.836 -2.636 -1.351
C -0.237 -1.508 -7.166
C -0.486 -0.245 -6.391
C -0.468 1.007 -6.991
C -0.725 2.091 -6.169
N -0.967 1.973 -4.868
C -0.949 0.724 -4.367
S -1.350 0.537 -2.671
N -0.723 -0.382 -5.089
H -0.014 -1.302 -8.211
H -1.110 -2.158 -7.103
H 0.603 -2.045 -6.719
H -0.276 1.137 -8.048
H -0.726 3.104 -6.561
C -1.697 3.664 -1.301
C -2.358 2.580 -0.463
C -3.391 3.154 0.493
O -1.390 1.838 0.292
H -2.469 4.294 -1.743
H -1.115 3.215 -2.105
H -1.045 4.291 -0.684
H -2.879 1.920 -1.151
H -2.939 3.905 1.148
H -3.812 2.362 1.117
H -4.196 3.620 -0.078
```

Output
orbital gap (spin up / spin down)	5.243 / 5.230	eV
energy relative to the best compared isomer or geometry (same formula, charge and spin)	332.1	kJ/mol
total charge	+1
LUMO level (spin up / spin down)	-0.158 / -0.159	hartree
electronic energy	-170968.0812	eV
HOMO (spin up / spin down)	-9.6 / -9.5	eV